Entry 1:
ORCA calculation (wB97M-V/def2-TZVPD) on one molecule with the formula C25H23F3N2O4S in a non-equilibrium geometry.

Geometry (Å):
C1 -3.916433 -3.155235 -0.066895
C2 -2.510143 -2.643221 -0.067562
C3 -1.527288 -3.342504 0.634496
C4 -0.202175 -2.957902 0.636802
C5 0.193500 -1.843652 -0.101214
N1 1.522773 -1.439244 -0.225712
C6 2.599471 -1.837225 0.518189
O1 2.537956 -2.617295 1.443628
C7 3.900506 -1.274430 0.042412
C8 4.977962 -2.155310 0.026677
C9 6.213827 -1.757281 -0.445699
C10 6.386230 -0.461561 -0.904396
C11 5.329624 0.429183 -0.870455
C12 4.079110 0.044148 -0.392371
C13 3.022275 1.068628 -0.299958
C14 2.737030 1.883940 -1.394682
C15 1.802406 2.895218 -1.292817
C16 1.148595 3.105245 -0.084635
C17 0.190547 4.256837 0.010570
F1 -0.769021 4.206192 -0.930428
F2 -0.441443 4.328426 1.191016
F3 0.811102 5.439586 -0.157321
C18 1.411306 2.293285 1.010762
C19 2.341420 1.277850 0.898503
C20 -0.778925 -1.114685 -0.777927
C21 -2.105089 -1.502096 -0.749697
S1 -3.202475 -0.370773 -1.637181
O2 -4.348415 -1.069031 -2.142188
O3 -2.383393 0.359745 -2.559407
N2 -3.767621 0.734445 -0.537943
C22 -2.885916 1.778581 -0.072515
C23 -2.297296 1.434811 1.300100
O4 -3.313729 1.115690 2.224912
C24 -4.087762 0.021797 1.784973
C25 -4.750564 0.326781 0.436726
H1 -4.480819 -2.725215 -0.887556
H2 -4.415201 -2.914714 0.872527
H3 -3.910180 -4.238994 -0.166944
H4 -1.816735 -4.225135 1.185593
H5 0.531043 -3.520153 1.190344
H6 1.684556 -0.746699 -0.944039
H7 4.820960 -3.160163 0.388472
H8 7.038642 -2.452920 -0.455583
H9 7.346997 -0.139787 -1.276743
H10 5.474235 1.450060 -1.192242
H11 3.249226 1.719007 -2.330748
H12 1.582637 3.527453 -2.139306
H13 0.903097 2.463998 1.946772
H14 2.561551 0.653939 1.751570
H15 -0.516553 -0.245082 -1.361374
H16 -2.109914 1.909153 -0.824802
H17 -3.465168 2.705161 0.005634
H18 -1.778597 2.296000 1.721387
H19 -1.597030 0.587756 1.209519
H20 -4.840329 -0.144275 2.557660
H21 -3.444839 -0.867391 1.699989
H22 -5.272215 -0.540327 0.035648
H23 -5.463301 1.149412 0.565432

Atomic forces in eV per Å
-0.1 -0.1 0.0
-0.1 -0.1 0.1
-0.1 0.3 -0.2
0.1 0.0 0.1
-0.5 -0.1 0.1
0.1 0.1 -0.2
-0.2 0.2 -0.3
0.0 -0.2 0.2
0.4 0.1 0.0
-0.1 0.0 0.0
0.0 0.0 0.0
0.0 0.0 0.0
0.0 0.0 0.0
0.2 -0.3 0.0
-0.1 0.4 0.1
0.0 -0.1 0.1
-0.1 0.1 0.2
0.0 0.0 0.0
-0.2 0.3 0.0
0.0 -0.2 -0.2
0.0 -0.2 0.2
0.2 0.0 -0.1
-0.1 0.1 -0.1
0.1 0.0 -0.1
0.4 0.0 0.0
-0.2 0.3 -0.4
-0.3 0.3 0.0
0.1 -0.1 0.2
0.2 0.0 0.2
0.3 -0.6 -0.8
0.5 0.3 0.3
0.1 0.1 -0.2
-0.1 0.2 0.1
-0.2 -0.1 -0.1
-0.2 -0.3 0.5
-0.1 -0.2 0.1
-0.1 0.0 0.1
0.0 -0.1 0.0
0.0 -0.1 0.0
0.0 0.0 0.0
0.1 -0.2 0.1
0.0 -0.1 0.0
0.1 -0.1 0.0
0.1 0.0 0.0
0.0 0.1 0.0
0.1 0.0 -0.1
0.0 0.1 -0.1
0.0 0.0 0.1
0.0 -0.1 0.1
0.2 0.1 -0.1
0.1 0.2 0.1
0.0 0.0 -0.1
0.1 -0.1 -0.1
-0.1 0.1 0.0
0.0 -0.1 -0.1
-0.1 0.0 0.0
-0.2 0.0 0.2
0.0 -0.1 0.0

HOMO energy (eV): -8.743
Electronic energy (eV): -56457.22139

=====

Entry 2:
ORCA calculation (wB97M-V/def2-TZVPD) on one molecule with the formula C25H23F3N2O6 in a non-equilibrium geometry.

Geometry (Å):
C1 -1.672488 -2.405488 1.625755
O1 -1.904518 -1.243093 0.845401
C2 -1.370345 -0.103893 1.319436
O2 -0.732570 -0.050206 2.340614
C3 -1.560912 1.022487 0.370706
C4 -0.421943 1.786189 0.150827
C5 -0.348526 2.671731 -0.914730
N1 0.837988 3.338065 -1.249913
C6 2.115187 2.864543 -1.245538
O3 3.046234 3.562129 -1.581548
C7 2.282625 1.445174 -0.836246
C8 1.569600 0.305480 -1.284857
C9 2.067828 -0.769310 -0.588664
C10 1.663812 -2.159806 -0.561760
C11 0.565922 -2.604157 -1.295573
C12 0.161796 -3.924149 -1.240553
C13 0.850317 -4.834197 -0.441577
O4 0.539079 -6.147720 -0.310113
C14 -0.538474 -6.669000 -1.050889
C15 1.949503 -4.390761 0.300616
C16 2.349669 -3.077268 0.241339
O5 3.056196 -0.360052 0.235065
C17 3.187488 0.969123 0.078194
C18 4.194222 1.691817 0.909569
F1 4.547817 0.980889 1.989220
F2 3.719254 2.863815 1.354783
F3 5.329612 1.961121 0.247922
C19 -1.492089 2.867502 -1.687004
C20 -2.662332 2.196924 -1.403245
C21 -2.736520 1.245829 -0.374572
N2 -3.887463 0.548960 -0.090649
C22 -5.011160 0.518147 -1.002376
C23 -6.062590 1.568162 -0.621964
O6 -6.497760 1.362841 0.703506
C24 -5.416064 1.421521 1.604193
C25 -4.337461 0.375881 1.276514
H1 -0.608223 -2.650784 1.633806
H2 -2.240413 -3.203851 1.155562
H3 -2.006088 -2.248168 2.653606
H4 0.416702 1.641760 0.812017
H5 0.745350 4.264794 -1.648380
H6 0.796586 0.298034 -2.024027
H7 0.013856 -1.910638 -1.909477
H8 -0.692685 -4.232164 -1.821767
H9 -0.582748 -7.727378 -0.799683
H10 -0.375674 -6.559613 -2.127581
H11 -1.484512 -6.192509 -0.774652
H12 2.471407 -5.105289 0.916755
H13 3.197092 -2.742664 0.818632
H14 -1.465301 3.567961 -2.509245
H15 -3.532973 2.416941 -2.000312
H16 -4.672824 0.648215 -2.028876
H17 -5.470573 -0.473377 -0.912199
H18 -6.949625 1.481580 -1.251460
H19 -5.639764 2.579862 -0.722891
H20 -5.835228 1.242122 2.595239
H21 -4.961067 2.424787 1.578271
H22 -3.512359 0.497708 1.975551
H23 -4.756044 -0.630495 1.383426

Atomic forces in eV per Å
0.2 -0.2 0.4
-0.1 0.3 -0.2
0.1 -0.3 0.1
0.0 0.0 0.0
-0.1 0.3 -0.2
-0.3 0.2 0.0
-0.5 -0.3 0.2
-0.1 0.6 -0.2
0.1 -0.1 -0.1
0.2 0.1 0.0
0.9 -0.4 0.5
0.4 -0.7 0.3
-0.6 0.8 -0.8
0.0 -0.4 0.2
0.4 0.2 0.2
-0.1 -0.4 0.0
0.1 0.2 0.1
0.2 0.1 0.2
-0.2 -0.1 -0.1
-0.2 -0.2 -0.1
-0.1 0.1 -0.1
0.2 -0.1 0.2
-0.6 0.8 -0.5
0.5 0.1 0.3
-0.1 -0.3 0.0
-0.2 0.0 -0.2
0.0 -0.1 -0.2
0.3 -0.1 0.2
-0.2 -0.1 0.1
0.5 0.1 0.0
-0.3 -0.2 -0.1
-0.3 0.2 0.0
0.1 -0.2 -0.3
-0.1 -0.1 0.0
0.3 -0.2 0.2
-0.3 0.3 0.2
-0.1 0.0 0.0
0.0 0.0 0.0
0.0 0.0 -0.1
0.1 0.0 0.0
0.1 -0.1 0.1
-0.2 -0.1 -0.1
-0.1 0.1 -0.1
-0.1 -0.1 0.0
0.0 0.1 0.0
0.0 0.0 0.0
0.0 0.0 0.0
0.1 -0.1 0.1
0.1 0.0 0.1
0.0 0.1 -0.1
-0.1 0.0 0.0
0.0 0.0 0.0
0.0 0.1 -0.1
0.1 0.0 0.0
0.0 -0.1 0.0
0.1 0.0 0.0
0.0 -0.1 0.0
-0.1 0.0 0.0
0.1 0.0 0.1

HOMO energy (eV): -7.825
Electronic energy (eV): -49715.79438
Energy relative to the best compared isomer or geometry (same formula, charge and spin) (kcal/mol): 1.5

=====

Entry 3:
ORCA calculation (wB97M-V/def2-TZVPD) on C25H23HfN7O5S4 as an isolated structure.

Geometry (Å):
Hf1 0.715302 -0.543642 -0.236599
N1 -5.089152 3.725253 3.683504
C1 -3.990473 3.357225 2.923823
C2 -4.058758 2.250908 2.071301
C3 -2.980356 1.905483 1.282745
C4 -1.822469 2.671339 1.332593
C5 -1.740020 3.780132 2.166945
C6 -2.818176 4.119774 2.958082
S1 -0.428711 2.249593 0.361282
O1 0.273080 3.448809 0.034952
O2 -0.876827 1.370668 -0.728346
N2 0.462317 1.157194 1.161592
C7 1.316815 1.446369 2.194401
N3 2.023477 0.369038 2.577840
C8 2.981707 0.586796 3.463346
C9 3.208151 1.835676 4.023518
C10 2.351619 2.843678 3.625387
N4 1.402068 2.669246 2.713000
H1 -5.758931 2.997642 3.869739
H2 -4.896775 4.299434 4.487165
H3 -4.964896 1.658624 2.030798
H4 -3.036109 1.042707 0.633368
H5 -0.827268 4.359394 2.186581
H6 -2.762112 4.985610 3.606856
H7 3.576122 -0.275544 3.747303
H8 3.990753 2.004582 4.747596
H9 2.424720 3.838349 4.052508
S2 2.096171 -4.994834 0.727176
C11 1.754320 -4.259895 2.234786
C12 1.348674 -2.966905 2.099374
C13 1.297425 -2.511275 0.747842
C14 1.669544 -3.528193 -0.095786
C15 1.850241 -3.330613 -1.516697
C16 2.252203 -4.330624 -2.408904
C17 2.456608 -4.016557 -3.733957
C18 2.258275 -2.708382 -4.162887
C19 1.842584 -1.779379 -3.231833
N5 1.636025 -2.071035 -1.944754
H10 1.864741 -4.826535 3.146227
H11 1.094146 -2.344388 2.946365
H12 2.403157 -5.338818 -2.048211
H13 2.773805 -4.781101 -4.431312
H14 2.418119 -2.414978 -5.190445
H15 1.679289 -0.744355 -3.506894
C20 -5.087518 -0.813527 -2.832162
C21 -3.647033 -0.944213 -2.446488
C22 -2.633678 -0.835346 -3.405062
C23 -1.338237 -0.910154 -2.954963
N6 -1.057275 -1.125440 -1.669505
C24 -2.095928 -1.212273 -0.797081
S3 -1.607280 -1.367409 0.834644
N7 -3.378388 -1.123790 -1.160611
H16 -5.283221 -1.281719 -3.796210
H17 -5.342076 0.245309 -2.917709
H18 -5.718804 -1.256086 -2.066067
H19 -2.859912 -0.676827 -4.448899
H20 -0.498542 -0.800386 -3.627346
C25 4.274889 0.422481 -2.318108
S4 3.112984 0.830866 -1.050424
O3 3.526819 2.053679 -0.448032
O4 2.996776 -0.338644 -0.134692
O5 1.752559 0.854829 -1.689298
H21 5.258813 0.367940 -1.858086
H22 4.245832 1.232117 -3.044365
H23 4.008795 -0.527877 -2.770902

Atomic forces in eV per Å
-0.7 -0.4 -0.2
0.0 0.0 0.0
0.0 0.0 0.0
0.0 0.0 0.0
0.0 0.0 0.0
0.1 0.0 0.0
0.0 0.0 0.0
0.0 0.0 0.0
0.1 0.0 0.2
-0.1 0.0 -0.1
0.1 -0.1 0.0
0.3 0.1 -0.3
0.2 -0.1 0.2
0.0 0.2 -0.1
-0.1 -0.1 0.1
0.0 -0.1 0.0
0.0 0.0 0.0
-0.1 -0.1 -0.1
0.0 0.0 0.0
0.0 0.0 0.0
0.0 0.0 0.0
0.0 0.0 0.0
0.0 0.0 0.0
0.0 0.0 0.0
0.0 0.0 0.0
0.0 0.0 0.0
0.0 0.0 0.0
-0.1 0.0 0.0
0.0 0.0 0.0
-0.1 0.0 0.0
0.1 0.1 -0.1
0.2 0.0 0.2
0.0 0.0 -0.1
0.0 0.0 0.0
0.0 0.0 0.0
0.0 0.0 0.0
0.0 0.0 0.0
-0.1 0.1 0.0
0.0 0.0 0.0
0.0 0.0 0.0
0.0 0.0 0.0
0.0 0.0 0.0
0.0 0.0 0.0
0.0 0.0 0.0
0.0 0.0 0.0
0.0 0.0 0.0
0.1 0.0 0.0
-0.1 -0.1 0.0
0.1 0.3 0.0
0.2 0.0 0.0
0.1 0.0 0.1
-0.1 -0.1 0.0
0.0 0.0 0.0
0.0 0.0 0.0
0.0 0.0 0.0
0.0 0.0 0.0
0.0 0.0 0.0
-0.1 0.0 0.1
-0.2 -0.1 0.0
0.1 0.0 -0.1
0.0 0.2 0.2
0.0 0.1 -0.1
0.0 0.0 0.0
0.0 0.0 0.0
0.0 0.0 0.0

HOMO energy (eV): -7.830
Electronic energy (eV): -91619.51303
Energy relative to the best compared isomer or geometry (same formula, charge and spin) (kcal/mol): 1.3

=====

Entry 4:
ORCA calculation (wB97M-V/def2-TZVPD) on C25H23IN6O2Se2W as an isolated structure.

Geometry (Å):
W1 0.842535 -0.445909 0.041492
C1 4.287996 1.194307 1.986265
C2 2.967734 1.280343 1.330225
O1 2.352947 0.180421 1.013641
C3 2.287277 2.480596 1.096901
C4 0.936501 2.552772 0.823210
C5 0.246333 3.868906 0.821520
N1 0.174353 1.394114 0.611384
N2 -1.136598 1.612715 0.657324
C6 -1.798445 0.458145 0.641605
O2 -0.997981 -0.606279 0.583430
C7 -3.211861 0.333301 0.716855
C8 -3.804203 -0.942951 0.798937
C9 -5.170778 -1.050672 0.910281
C10 -5.957708 0.103594 0.939165
C11 -5.381279 1.369961 0.855099
C12 -4.013016 1.492935 0.746803
H1 4.893941 0.389714 1.570832
H2 4.136899 0.980312 3.051298
H3 4.819324 2.141287 1.915220
H4 2.806595 3.404155 1.313918
H5 0.899803 4.642502 1.214607
H6 -0.681716 3.835319 1.387537
H7 -0.018380 4.136755 -0.208147
H8 -3.184504 -1.830878 0.791513
H9 -5.641075 -2.021114 0.986560
H10 -7.032102 0.011575 1.033582
H11 -6.006989 2.251122 0.884179
H12 -3.553973 2.470867 0.694368
Se1 -1.240836 -2.828869 -1.806952
Se2 0.933059 -3.000897 -0.938068
C13 0.732857 -3.177156 0.984197
C14 0.570126 -4.321990 1.719595
C15 0.582444 -4.191810 3.111090
C16 0.764716 -2.939315 3.689299
C17 0.924849 -1.833328 2.877820
N3 0.918617 -1.957831 1.535543
C18 -1.098918 -1.006009 -2.388156
C19 -1.903641 -0.723154 -3.485028
C20 -1.985444 0.569666 -3.971912
C21 -1.218135 1.557006 -3.358327
C22 -0.430138 1.213883 -2.288320
N4 -0.347580 -0.052931 -1.782232
H13 0.450880 -5.286403 1.242227
H14 0.457716 -5.068459 3.735937
H15 0.782262 -2.820538 4.764747
H16 1.057273 -0.837918 3.281189
H17 -2.457083 -1.521235 -3.966110
H18 -2.617664 0.797870 -4.821320
H19 -1.227689 2.581538 -3.705360
H20 0.186340 1.962701 -1.810203
I1 6.433866 -1.010154 -2.681755
C23 4.447129 -0.541956 -2.408541
C24 3.540195 -0.073751 -3.361133
N5 2.359279 0.091052 -2.771993
N6 2.404401 -0.229139 -1.450170
C25 3.705316 -0.616370 -1.246992
H21 3.675607 0.157244 -4.408231
H22 1.503233 0.377454 -3.220244
H23 4.035330 -0.957114 -0.280203

Atomic forces in eV per Å
0.2 -0.1 -0.8
0.0 0.0 0.0
-0.1 0.1 -0.1
0.2 0.0 0.4
-0.1 -0.1 0.0
0.2 0.1 0.0
0.0 0.0 0.0
-0.3 0.0 0.0
0.2 0.1 0.0
0.1 -0.1 0.0
-0.3 -0.1 0.2
0.0 0.0 0.0
0.0 0.0 0.0
0.0 0.0 0.0
0.0 0.0 0.0
0.0 0.0 0.0
0.0 0.1 0.0
0.0 0.0 0.0
0.0 0.0 0.0
0.0 0.0 0.0
0.0 0.0 0.0
0.0 0.0 0.0
0.0 0.0 0.0
-0.1 0.0 0.0
0.0 0.0 0.0
0.0 0.0 0.0
0.0 0.0 0.0
0.0 0.0 0.0
0.0 0.0 0.0
0.0 0.0 0.1
-0.1 0.0 0.1
0.0 0.2 -0.1
0.0 0.0 -0.1
0.0 0.0 0.0
0.0 0.0 0.0
0.0 0.1 0.0
-0.1 -0.3 0.2
-0.1 0.0 0.0
0.0 0.0 0.0
0.1 0.0 0.0
0.0 0.0 0.0
0.1 0.0 0.1
0.0 0.1 -0.2
0.0 0.0 0.0
0.0 0.0 0.0
0.0 0.0 0.0
0.0 0.0 0.0
0.0 0.0 0.0
0.0 0.0 0.0
0.0 0.0 0.0
0.0 0.0 0.0
-0.1 0.0 0.0
0.0 0.0 0.0
0.1 0.0 0.0
-0.2 -0.3 0.0
0.2 0.3 0.0
-0.1 0.1 0.1
0.0 0.0 0.0
0.0 0.1 0.0
0.0 0.0 0.0

Net charge: +4
HOMO energy (spin up / spin down) (eV): -18.902 / -18.902
Electronic energy (eV): -179912.11423
Energy relative to the best compared isomer or geometry (same formula, charge and spin) (kcal/mol): 0.0